Entry 1:
{"formula": "C12H39NO12P2S5", "method": "ωB97M-V/def2-TZVPD", "e_lumo_ev": 0.5, "orbital_gap_ha": 0.3207, "energy_ev": -111891.756, "symbols": ["N", "P", "O", "O", "O", "P", "O", "O", "O", "C", "C", "O", "H", "H", "H", "H", "H", "H", "H", "H", "H", "C", "S", "O", "C", "H", "H", "H", "H", "H", "H", "C", "S", "O", "C", "H", "H", "H", "H", "H", "H", "C", "S", "O", "C", "H", "H", "H", "H", "H", "H", "C", "S", "O", "C", "H", "H", "H", "H", "H", "H", "C", "S", "O", "C", "H", "H", "H", "H", "H", "H"], "xyz": [[-2.376, 1.821, 0.455], [-2.434, 2.126, -1.035], [-3.899, 1.966, -1.646], [-1.571, 1.169, -1.987], [-1.998, 3.582, -1.586], [-0.955, 4.586, -0.889], [-1.441, 5.181, 0.350], [-0.797, 5.598, -2.114], [0.437, 3.891, -0.683], [1.101, 2.869, -1.476], [1.147, 3.100, -2.989], [0.788, 1.945, -3.716], [-2.075, 2.580, 1.054], [-3.940, 2.208, -2.579], [-1.971, 0.284, -2.018], [-0.345, 6.388, -1.784], [0.671, 1.898, -1.247], [2.112, 2.866, -1.072], [0.553, 3.958, -3.304], [2.175, 3.317, -3.288], [-0.158, 1.945, -3.884], [3.102, 2.037, -6.593], [2.026, 3.462, -6.715], [0.646, 2.998, -6.418], [2.124, 3.648, -8.499], [3.134, 1.740, -5.547], [2.703, 1.220, -7.192], [4.104, 2.301, -6.933], [1.788, 2.726, -8.972], [3.150, 3.878, -8.785], [1.469, 4.471, -8.779], [3.692, -3.245, -6.392], [4.718, -2.337, -7.552], [4.777, -0.936, -7.060], [3.538, -2.357, -8.907], [4.236, -3.301, -5.451], [2.753, -2.711, -6.247], [3.513, -4.249, -6.774], [2.609, -1.888, -8.582], [3.363, -3.385, -9.222], [3.974, -1.791, -9.728], [-3.293, -3.195, 1.565], [-2.957, -1.673, 0.677], [-2.419, -2.048, -0.669], [-1.568, -1.182, 1.681], [-4.125, -3.691, 1.067], [-2.409, -3.831, 1.538], [-3.559, -2.945, 2.593], [-0.810, -1.966, 1.657], [-1.928, -1.021, 2.697], [-1.180, -0.254, 1.267], [-3.084, -2.035, 7.335], [-2.815, -0.914, 5.968], [-2.790, -1.739, 4.726], [-1.106, -0.543, 6.371], [-4.095, -2.429, 7.253], [-2.361, -2.849, 7.279], [-2.965, -1.490, 8.271], [-0.534, -1.471, 6.380], [-1.068, -0.055, 7.345], [-0.724, 0.125, 5.602], [-0.612, -3.482, 11.673], [-0.106, -2.025, 10.756], [-1.339, -1.459, 10.146], [0.758, -2.906, 9.450], [-1.213, -3.145, 12.515], [-1.205, -4.127, 11.026], [0.272, -4.005, 12.038], [0.068, -3.594, 8.962], [1.605, -3.444, 9.875], [1.115, -2.166, 8.738]], "forces_ev_per_a": [[0.412, 0.372, -0.105], [-0.582, -0.505, -0.040], [0.107, 0.254, 0.104], [-0.333, 0.202, -0.040], [0.683, -0.378, -0.156], [-0.215, 0.463, 0.209], [0.089, -0.020, 0.012], [0.111, -0.088, 0.255], [-0.215, -0.338, -0.299], [0.327, 0.100, 0.198], [0.033, -0.093, -0.388], [0.233, -0.215, 0.241], [-0.209, -0.092, 0.176], [-0.056, -0.076, -0.068], [0.244, -0.205, 0.129], [-0.119, 0.067, -0.187], [-0.251, 0.042, -0.108], [-0.016, 0.050, 0.049], [-0.103, 0.076, 0.152], [0.006, 0.057, 0.088], [-0.008, 0.021, -0.008], [0.055, -0.093, -0.011], [-0.038, 0.065, 0.075], [-0.148, 0.083, -0.162], [0.090, -0.017, -0.061], [-0.045, -0.004, 0.006], [-0.012, -0.001, 0.005], [0.004, 0.001, 0.008], [-0.015, -0.008, 0.024], [-0.001, 0.006, -0.008], [-0.012, 0.002, 0.024], [-0.049, -0.044, 0.018], [0.030, -0.044, 0.008], [-0.028, 0.116, -0.008], [-0.053, -0.017, -0.036], [0.016, 0.012, -0.003], [0.012, 0.024, -0.004], [0.007, -0.005, 0.007], [0.011, 0.010, 0.020], [0.006, 0.001, -0.009], [0.017, 0.006, 0.008], [-0.004, -0.103, -0.041], [-0.143, 0.178, 0.104], [0.076, 0.104, -0.167], [0.178, 0.061, 0.079], [-0.002, 0.008, -0.009], [0.005, 0.006, -0.014], [0.030, 0.028, 0.000], [-0.038, -0.032, -0.022], [0.015, -0.030, 0.014], [-0.072, 0.014, -0.031], [-0.052, -0.041, 0.137], [-0.048, 0.060, 0.013], [0.021, -0.075, -0.055], [0.066, 0.048, 0.027], [-0.008, 0.029, -0.053], [0.004, 0.002, -0.034], [0.029, -0.043, 0.021], [-0.021, -0.015, -0.021], [-0.003, -0.015, 0.009], [-0.015, 0.001, -0.009], [-0.001, -0.062, 0.020], [0.051, 0.034, 0.050], [-0.054, 0.021, -0.106], [0.022, -0.046, -0.032], [-0.001, 0.020, -0.003], [-0.006, 0.019, -0.015], [-0.001, 0.005, 0.011], [-0.018, 0.010, 0.009], [0.009, 0.008, -0.004], [-0.004, 0.017, 0.009]]}



Entry 2:
{"formula": "C12H39NO7", "method": "ωB97M-V/def2-TZVPD", "e_lumo_ev": 0.0, "orbital_gap_ha": 0.3458, "smiles": "COC[C@H](C)N.CCO.CCO.CCO.CCO.O.O", "energy_ev": -28896.046, "e_above_lowest_kj_mol": 24.8, "symbols": ["C", "O", "C", "C", "C", "N", "H", "H", "H", "H", "H", "H", "H", "H", "H", "H", "H", "C", "C", "O", "H", "H", "H", "H", "H", "H", "C", "C", "O", "H", "H", "H", "H", "H", "H", "C", "C", "O", "H", "H", "H", "H", "H", "H", "C", "C", "O", "H", "H", "H", "H", "H", "H", "O", "H", "H", "O", "H", "H"], "xyz": [[-2.834, 0.763, -3.743], [-3.022, 2.089, -3.352], [-1.997, 2.588, -2.516], [-2.016, 4.091, -2.439], [-0.982, 4.624, -1.411], [-3.280, 4.571, -1.959], [-2.023, 0.578, -4.448], [-3.763, 0.469, -4.230], [-2.634, 0.119, -2.887], [-2.085, 2.082, -1.554], [-1.052, 2.247, -2.936], [-1.912, 4.534, -3.429], [-0.002, 4.259, -1.720], [-1.113, 4.132, -0.448], [-0.972, 5.703, -1.253], [-3.422, 5.533, -2.233], [-3.758, 3.916, -2.561], [-3.639, -0.554, 2.402], [-3.063, 0.630, 3.259], [-3.018, 0.119, 4.539], [-4.705, -0.694, 2.584], [-3.169, -1.532, 2.507], [-3.538, -0.373, 1.332], [-3.632, 1.557, 3.335], [-2.144, 1.067, 2.867], [-3.165, 0.826, 5.170], [1.162, -2.321, 2.963], [2.696, -2.275, 3.151], [3.257, -1.417, 2.177], [0.824, -2.819, 2.054], [0.761, -1.308, 2.996], [0.548, -2.857, 3.686], [3.119, -3.270, 3.287], [2.728, -1.717, 4.087], [2.626, -0.715, 2.003], [-1.435, -2.233, -0.262], [-0.649, -0.958, -0.542], [0.690, -1.232, -0.409], [-1.565, -2.321, 0.817], [-0.855, -3.096, -0.590], [-2.401, -2.262, -0.766], [-0.976, -0.207, 0.177], [-0.975, -0.713, -1.553], [1.075, -0.468, 0.027], [4.079, -3.035, -0.361], [5.136, -1.915, -0.603], [4.688, -0.731, -0.016], [4.380, -3.861, -1.006], [3.085, -2.689, -0.645], [4.068, -3.312, 0.693], [5.141, -1.681, -1.668], [6.164, -2.178, -0.356], [4.246, -1.106, 0.750], [2.875, -1.054, -2.823], [2.396, -1.761, -2.390], [3.591, -0.846, -2.223], [2.024, 0.638, 0.859], [2.908, 0.927, 0.630], [1.529, 1.450, 0.973]], "forces_ev_per_a": [[-0.513, -0.519, -0.069], [-0.125, 0.926, -0.222], [0.550, -0.881, -0.416], [1.535, 1.837, 1.607], [0.884, -1.425, -0.809], [-1.012, -1.438, 0.095], [0.302, 0.473, -0.148], [0.059, -0.199, 0.102], [-0.178, -0.136, 0.232], [-0.082, 0.302, 0.512], [0.427, 0.206, -0.024], [0.944, -0.342, -0.324], [0.456, 0.487, -0.115], [-0.541, 0.102, 0.073], [-0.151, -0.100, -0.320], [-0.236, -0.095, -0.259], [-2.320, 0.774, 0.092], [-0.074, 1.276, -0.750], [-0.942, -0.506, -1.222], [0.751, -0.458, 1.816], [0.043, 0.104, 0.222], [0.395, 0.301, 0.755], [-0.060, 0.369, -0.141], [-1.053, -0.212, -0.815], [0.841, -0.781, 0.019], [0.115, -0.084, 0.098], [-0.509, -0.730, -0.563], [-2.542, 1.106, 1.226], [0.782, -0.961, -0.099], [0.384, 0.372, -0.504], [0.058, 0.153, -0.263], [0.670, -0.097, 0.738], [0.484, 0.322, -0.644], [0.811, -0.418, 0.526], [-0.320, 0.168, -0.026], [0.084, -0.182, 0.604], [-1.964, -1.192, -0.264], [0.809, -0.230, -0.158], [-0.209, -0.291, 0.011], [0.024, 0.027, -0.129], [-0.071, 0.107, 0.129], [-0.082, 0.421, -0.153], [0.563, 0.798, -0.290], [0.720, -0.056, -0.155], [1.413, 0.393, -0.422], [-1.062, -0.570, -1.537], [0.140, 0.546, 0.597], [-0.247, -0.333, 0.243], [0.065, 0.023, 0.088], [-0.020, -0.231, -0.139], [0.351, -0.447, -0.289], [-0.020, -0.179, 0.468], [-0.322, 0.599, 0.928], [-0.031, 0.147, -0.528], [-0.268, -0.047, 0.199], [0.061, 0.166, 0.264], [-0.119, 0.451, 0.419], [0.586, -0.102, -0.417], [-0.235, 0.289, 0.152]]}



Entry 3:
{"formula": "C12H39O15P3", "method": "ωB97M-V/def2-TZVPD", "e_lumo_ev": 0.4, "orbital_gap_ha": 0.3861, "smiles": "COP(=O)(OC)OC.COP(=O)(OC)OC.COP(=O)(OC)OC.CO.CO.CO", "energy_ev": -71659.280, "e_above_lowest_kj_mol": 252.4, "symbols": ["C", "O", "P", "O", "O", "C", "O", "C", "H", "H", "H", "H", "H", "H", "H", "H", "H", "C", "O", "P", "O", "O", "C", "O", "C", "H", "H", "H", "H", "H", "H", "H", "H", "H", "C", "O", "P", "O", "O", "C", "O", "C", "H", "H", "H", "H", "H", "H", "H", "H", "H", "C", "O", "H", "H", "H", "H", "C", "O", "H", "H", "H", "H", "C", "O", "H", "H", "H", "H"], "xyz": [[-20.240, 12.997, 30.595], [-21.168, 12.835, 31.643], [-22.708, 12.785, 31.253], [-23.671, 12.646, 32.360], [-22.922, 14.091, 30.366], [-22.598, 15.423, 30.745], [-22.821, 11.540, 30.184], [-22.839, 10.233, 30.686], [-20.029, 11.983, 30.253], [-19.323, 13.456, 30.966], [-20.597, 13.611, 29.769], [-22.187, 15.476, 31.754], [-23.569, 15.918, 30.767], [-21.973, 15.870, 29.973], [-23.805, 9.807, 30.416], [-22.841, 10.199, 31.776], [-21.995, 9.670, 30.288], [-23.994, 5.221, 26.181], [-23.426, 5.256, 24.914], [-22.779, 3.934, 24.200], [-22.396, 4.180, 22.806], [-21.540, 3.491, 25.191], [-20.267, 3.118, 24.651], [-23.866, 2.736, 24.426], [-23.932, 1.575, 23.529], [-23.533, 4.455, 26.805], [-25.078, 5.113, 26.134], [-23.868, 6.111, 26.798], [-20.276, 3.023, 23.565], [-20.016, 2.155, 25.095], [-19.521, 3.857, 24.945], [-24.900, 1.074, 23.552], [-23.113, 0.887, 23.737], [-23.788, 1.793, 22.471], [-22.298, -2.969, 26.818], [-22.151, -2.584, 28.170], [-22.460, -1.087, 28.711], [-21.412, -0.081, 28.300], [-24.003, -0.878, 28.240], [-24.647, 0.361, 28.219], [-22.548, -1.299, 30.303], [-23.033, -0.242, 31.126], [-21.405, -2.913, 26.197], [-22.941, -2.326, 26.216], [-22.706, -3.974, 26.718], [-25.138, 0.575, 29.168], [-25.398, 0.345, 27.429], [-23.964, 1.158, 27.925], [-22.280, 0.220, 31.765], [-23.849, -0.582, 31.765], [-23.475, 0.553, 30.525], [-20.103, 4.038, 30.778], [-21.212, 3.583, 30.037], [-19.644, 4.817, 30.170], [-20.444, 4.426, 31.738], [-19.347, 3.264, 30.905], [-20.829, 3.157, 29.267], [-25.037, 5.122, 32.589], [-24.944, 4.597, 31.256], [-26.026, 4.982, 33.025], [-24.404, 4.714, 33.377], [-24.806, 6.186, 32.633], [-24.137, 4.090, 31.140], [-27.525, 9.677, 32.586], [-26.518, 9.726, 33.575], [-28.404, 9.223, 33.044], [-27.855, 10.640, 32.197], [-27.287, 9.017, 31.752], [-25.780, 10.300, 33.360]], "forces_ev_per_a": [[0.881, -0.550, -0.580], [-0.834, 0.469, 0.887], [-1.208, -0.670, -0.383], [1.057, 0.023, -0.282], [0.200, -1.656, -0.593], [-0.944, 0.055, 0.294], [0.496, 2.986, 0.264], [-0.680, -0.772, 0.675], [0.318, 0.184, -0.420], [-0.152, -0.103, 0.276], [-0.235, -0.092, 0.055], [0.327, -0.003, -0.167], [0.202, 0.380, 0.003], [0.139, -0.077, 0.243], [0.208, -0.336, -0.317], [0.324, 0.115, 0.103], [-0.155, -0.031, -0.043], [-0.711, -0.421, 1.987], [1.191, -1.442, -1.693], [0.185, -0.167, 0.830], [-0.131, -0.135, 0.566], [-1.630, 0.736, -0.974], [0.149, -0.255, 0.077], [0.200, 0.363, -0.692], [0.754, 0.302, -0.432], [-0.261, -0.372, -0.081], [0.010, -0.465, -0.188], [0.535, 0.562, -0.745], [-0.158, 0.132, 0.047], [0.073, 0.037, -0.021], [-0.084, 0.023, -0.021], [0.035, 0.313, 0.797], [-0.184, -0.103, 0.542], [0.022, 0.865, 0.076], [-0.348, 0.240, -1.627], [-0.482, 1.089, 1.014], [1.483, 0.477, -0.640], [-2.409, -1.359, 0.513], [1.733, -1.143, 0.257], [-0.460, 1.201, -0.647], [0.217, -0.527, -0.815], [-0.723, 0.800, -0.014], [0.707, -0.150, 0.786], [-0.588, 0.283, 0.565], [0.088, 0.019, 0.538], [0.068, 0.030, -0.021], [-0.121, -0.239, 0.106], [0.161, 0.115, 0.316], [0.352, -0.365, -0.276], [0.150, -0.470, -0.050], [0.220, 0.120, -0.043], [0.320, 0.415, -0.509], [-0.417, -0.485, 0.092], [0.319, 0.445, 0.455], [0.087, -0.047, -0.115], [-0.067, -0.176, 0.330], [-0.367, -0.226, -0.233], [0.002, 0.313, 0.413], [-0.193, 0.104, 0.885], [-0.304, -0.005, -0.587], [0.552, -0.674, -0.511], [-0.149, 0.169, -0.407], [0.165, 0.096, 0.151], [-0.380, -0.275, 0.008], [-0.100, -0.175, 0.282], [0.038, 0.049, 0.225], [0.297, 0.223, 0.055], [0.367, 0.059, -0.182], [-0.160, 0.175, -0.403]]}



Entry 4:
{"formula": "C12H40N2O7", "method": "ωB97M-V/def2-TZVPD", "e_lumo_ev": 0.3, "orbital_gap_ha": 0.3454, "smiles": "COC[C@H](C)N.COC[C@H](C)N.CO.CO.CO.CO.O", "energy_ev": -30402.826, "e_above_lowest_kj_mol": 26.9, "symbols": ["C", "O", "C", "C", "C", "N", "H", "H", "H", "H", "H", "H", "H", "H", "H", "H", "H", "C", "O", "C", "C", "C", "N", "H", "H", "H", "H", "H", "H", "H", "H", "H", "H", "H", "C", "O", "H", "H", "H", "H", "C", "O", "H", "H", "H", "H", "C", "O", "H", "H", "H", "H", "C", "O", "H", "H", "H", "H", "O", "H", "H"], "xyz": [[15.149, -4.520, 16.534], [15.010, -3.124, 16.615], [16.186, -2.496, 17.098], [16.056, -1.001, 17.037], [17.179, -0.276, 17.766], [14.774, -0.539, 17.639], [15.714, -4.798, 15.632], [14.151, -4.921, 16.355], [15.648, -5.001, 17.377], [16.368, -2.845, 18.128], [17.087, -2.810, 16.559], [16.107, -0.673, 15.990], [18.186, -0.584, 17.482], [17.095, -0.467, 18.843], [17.011, 0.801, 17.716], [14.093, -1.263, 17.398], [14.440, 0.250, 17.090], [21.252, 0.291, 9.284], [20.402, -0.778, 9.619], [19.331, -0.418, 10.463], [18.395, -1.602, 10.673], [18.190, -2.525, 9.463], [17.118, -1.092, 11.176], [21.816, 0.566, 10.193], [20.716, 1.221, 9.067], [21.951, -0.039, 8.528], [19.747, -0.178, 11.451], [18.808, 0.426, 9.992], [18.818, -2.264, 11.434], [17.767, -1.934, 8.644], [17.526, -3.358, 9.697], [19.089, -3.006, 9.071], [16.555, -1.882, 11.492], [16.618, -0.721, 10.368], [15.553, 3.241, 13.655], [16.787, 3.385, 12.883], [15.812, 2.897, 14.652], [15.152, 4.252, 13.753], [14.863, 2.573, 13.146], [16.538, 3.912, 12.119], [15.254, -2.836, 13.148], [16.104, -3.644, 12.330], [15.479, -2.967, 14.206], [15.246, -1.770, 12.928], [14.214, -3.158, 13.016], [15.655, -4.470, 12.149], [19.730, -1.467, 14.712], [18.328, -1.718, 14.760], [20.039, -0.890, 15.593], [20.245, -2.421, 14.774], [19.925, -0.856, 13.829], [17.847, -0.937, 14.428], [19.278, 3.016, 15.456], [18.974, 4.025, 14.509], [19.561, 2.076, 14.974], [20.099, 3.334, 16.093], [18.396, 2.835, 16.079], [18.183, 3.775, 13.999], [17.267, 0.539, 13.563], [17.250, 1.460, 13.266], [17.238, 0.005, 12.732]], "forces_ev_per_a": [[-0.220, -0.194, -1.189], [0.224, 0.038, 0.151], [0.554, -0.468, 0.682], [-0.129, 1.091, -0.065], [-0.150, -0.295, 0.983], [-0.273, -0.703, -0.649], [0.237, 0.094, 0.114], [-0.018, -0.110, 0.415], [-0.188, 0.234, 0.329], [-0.251, 0.253, 0.111], [-0.217, 0.099, -0.397], [-0.047, -0.315, -0.078], [-0.057, 0.251, -0.388], [-0.070, -0.257, -0.082], [0.330, 0.022, -0.449], [0.041, 0.102, 0.301], [0.182, 0.150, 0.230], [0.141, 0.297, 1.740], [-0.236, -0.458, -0.654], [0.526, -0.419, -0.166], [0.132, -1.279, -0.174], [0.115, 0.375, -0.557], [-0.175, 0.077, -0.099], [0.276, -0.083, -0.198], [-0.172, -0.225, -0.679], [-0.116, 0.110, -0.298], [-0.283, 0.599, -0.059], [-0.165, 0.098, 0.346], [0.014, 0.330, 0.304], [-0.102, -0.185, -0.082], [-0.267, 0.258, 0.226], [0.225, 0.381, 0.223], [0.363, 0.076, -0.188], [-0.027, 0.165, 0.183], [0.671, 0.967, -0.332], [-0.847, -0.443, 0.379], [0.052, -0.274, -0.098], [-0.400, -0.212, 0.101], [-0.046, -0.075, 0.144], [0.329, -0.035, -0.133], [-1.111, -0.858, 0.679], [0.180, 0.707, -0.075], [0.205, 0.129, -0.030], [0.564, -0.041, -0.328], [0.008, 0.048, 0.024], [-0.050, -0.044, 0.000], [-0.995, 0.608, 0.496], [-0.088, -0.259, -0.016], [0.061, 0.069, -0.057], [0.107, 0.002, -0.489], [0.581, -0.340, -0.114], [0.465, -0.097, 0.293], [-0.593, -0.145, -0.206], [0.155, 0.179, -0.073], [0.013, -0.050, -0.001], [0.025, 0.215, -0.060], [0.140, -0.188, 0.219], [0.425, 0.046, 0.161], [-0.120, -0.097, -0.305], [0.145, -0.093, -0.013], [-0.072, 0.177, -0.053]]}